Entry 1:
This record from the Open Molecules 2025 dataset describes C3H5N3 in the gas phase. The level of theory is the ωB97M-V functional and the def2-TZVPD basis.

Positions of all 11 atoms, in Å:
C1 -1.696050 -0.272279 0.046203
C2 -0.189962 -0.184084 0.097148
N1 0.550078 -1.147539 0.726216
N2 1.801329 -0.848672 0.645790
N3 1.896265 0.287511 -0.040881
C3 0.664844 0.765783 -0.417561
H1 -2.143521 0.696526 -0.187650
H2 -2.032937 -0.995824 -0.704333
H3 -2.101176 -0.613866 1.003895
H4 2.831516 0.643380 -0.189245
H5 0.419615 1.669065 -0.979586

Atomic forces in eV per Å
C 0.21 -0.05 0.00
C -0.36 0.01 -0.05
N -0.23 0.17 0.01
N -0.16 0.10 -0.21
N -0.01 0.55 -0.30
C -0.09 -0.65 0.40
H 0.09 -0.09 0.00
H 0.14 0.14 0.04
H 0.20 0.11 -0.09
H -0.38 0.14 -0.09
H 0.59 -0.41 0.30

As for the net charge: 0. The value obtained for the electronic energy is -281.55254 hartree. The frontier orbital gap is 0.3847 hartree. The energy above the lowest of the compared OMol25 structures with the same formula, charge and spin is 23.5 kcal per mole. As for the SMILES: Cc1c[nH]nn1. The calculation puts the HOMO energy at -0.351 Ha.

Löwdin atomic charge list, values in e, 2 entries: -0.0516 -0.3561

Entry 2:
This record from the Open Molecules 2025 dataset describes a molecular structure, C23H35HgIN4OPSeSi. The level of theory is the ωB97M-V functional and the def2-TZVPD basis.

Positions of all 68 atoms, in Å:
Hg1 0.697614 -1.356788 1.303938
Se1 6.913820 3.375909 -1.510647
N1 6.443296 1.632074 -1.739586
C1 5.282709 1.498309 -1.095301
C2 4.567888 0.242681 -1.037026
C3 5.078268 -0.913706 -1.648743
C4 4.372887 -2.084889 -1.573128
C5 3.144349 -2.091380 -0.894628
N2 2.642484 -1.021230 -0.315875
C6 3.337383 0.141109 -0.358836
C7 2.802705 1.305651 0.318970
N3 1.648640 1.175739 0.995515
C8 1.158221 2.208997 1.640337
C9 1.775899 3.467857 1.648708
C10 2.951060 3.624815 0.956992
C11 3.506943 2.533045 0.271300
C12 4.748371 2.645740 -0.444929
N4 5.443852 3.788907 -0.521284
H1 6.026473 -0.841128 -2.165907
H2 4.725512 -3.002328 -2.024111
H3 2.565724 -3.004256 -0.836628
H4 0.230475 2.046203 2.179964
H5 1.327322 4.289170 2.193475
H6 3.477759 4.570198 0.925452
C13 -3.938173 -1.807353 1.427228
Si1 -2.370589 -2.556349 0.608380
C14 -1.926413 -3.904464 1.845432
C15 -3.005709 -3.339945 -0.986155
O1 -1.245560 -1.420748 0.382953
H7 -4.772557 -2.505615 1.312132
H8 -4.262844 -0.848575 1.030392
H9 -3.766301 -1.680246 2.501539
H10 -2.835197 -4.448557 2.122783
H11 -1.513751 -3.463155 2.757939
H12 -1.211856 -4.616807 1.439268
H13 -4.077922 -3.547111 -0.949276
H14 -2.442248 -4.253426 -1.178941
H15 -2.807923 -2.670554 -1.827165
I1 1.876507 -5.789075 -1.333560
C16 0.296736 -4.245025 -0.776260
H16 0.580322 -4.097263 0.283345
H17 0.718431 -3.377258 -1.303533
C17 -4.056852 2.011299 1.229445
C18 -2.621982 1.493962 1.248895
P1 -1.666191 1.487475 -0.340952
C19 -1.959310 3.253281 -0.868038
C20 -1.180859 3.613554 -2.133848
C21 -2.852638 0.604989 -1.460824
C22 -2.124335 -0.005700 -2.657817
H18 -4.532242 1.881699 2.205107
H19 -4.659621 1.472659 0.496585
H20 -4.096618 3.072235 0.977635
H21 -2.587709 0.454488 1.575481
H22 -2.037286 2.063744 1.976078
H23 -1.609907 3.881216 -0.039746
H24 -3.024262 3.462094 -1.010345
H25 -0.128147 3.351891 -2.020992
H26 -1.247375 4.681384 -2.356379
H27 -1.566472 3.069356 -2.997488
H28 -3.664086 1.268397 -1.779065
H29 -3.289468 -0.201603 -0.873045
H30 -1.649418 0.757727 -3.277352
H31 -2.809624 -0.576055 -3.289696
H32 -1.348781 -0.682944 -2.297664
C23 1.531396 -1.504139 3.261091
H33 2.388113 -2.177109 3.276573
H34 0.782130 -1.883166 3.955892
H35 1.846904 -0.509883 3.575960

Atomic forces in eV per Å
Hg -0.46 0.03 0.28
Se 0.04 0.03 -0.02
N 0.05 -0.11 -0.06
C -0.01 0.10 0.05
C -0.05 0.06 0.04
C -0.01 -0.06 -0.03
C -0.03 0.07 0.00
C 0.18 -0.04 -0.09
N 0.03 0.11 0.07
C 0.02 -0.14 -0.10
C -0.12 0.07 0.08
N 0.07 -0.07 0.00
C 0.00 0.10 0.05
C 0.03 -0.05 -0.04
C -0.06 0.05 0.05
C 0.04 -0.05 -0.05
C -0.01 -0.14 -0.04
N -0.04 0.15 0.07
H 0.00 0.00 0.00
H 0.00 -0.01 0.00
H -0.02 0.00 0.06
H 0.00 -0.01 -0.01
H -0.01 0.00 0.00
H 0.00 -0.01 0.00
C 0.14 -0.11 0.11
Si -0.35 -0.07 0.05
C -0.02 0.01 0.03
C 0.20 0.10 -0.01
O 0.21 -0.04 -0.13
H 0.00 -0.06 0.02
H -0.04 0.11 -0.11
H -0.01 0.07 0.01
H -0.03 -0.02 0.01
H 0.01 0.00 0.02
H 0.06 -0.01 -0.06
H -0.05 -0.03 0.03
H 0.01 -0.02 -0.02
H -0.06 0.01 -0.02
I -0.03 0.07 0.03
C -0.04 -0.22 0.03
H 0.13 0.01 -0.02
H -0.07 0.04 -0.08
C 0.04 -0.04 -0.03
C 0.00 -0.01 -0.07
P -0.03 0.19 -0.06
C 0.04 -0.01 0.02
C -0.05 -0.04 0.07
C 0.11 0.02 -0.02
C -0.02 -0.01 0.04
H -0.02 -0.01 0.01
H -0.03 0.00 -0.01
H -0.02 0.03 0.00
H 0.02 -0.01 0.05
H 0.06 0.04 -0.01
H -0.02 -0.02 -0.01
H -0.02 0.02 0.03
H 0.04 0.01 -0.02
H 0.00 0.00 -0.02
H 0.01 -0.01 -0.03
H 0.00 0.01 -0.01
H -0.04 -0.01 0.02
H 0.02 0.00 -0.01
H 0.00 0.00 -0.02
H 0.01 0.00 -0.02
C 0.15 -0.13 -0.07
H 0.02 0.04 -0.02
H -0.02 0.01 -0.01
H 0.02 0.00 -0.01

As for the spin multiplicity: 2. As for the net charge: -2. The value obtained for the electronic energy is -4675.10210 hartree. The frontier orbital gap (spin up / spin down) is 0.1664 / 0.1979 hartree. Its expectation value of S² is 0.77. The calculation puts the HOMO energy (spin up / spin down) at -0.011 / -0.044 Ha.

Löwdin atomic charge list, values in e, 2 entries: 1.1031 0.8355

Entry 3:
This record from the Open Molecules 2025 dataset describes a molecular structure, C30H34MgN9OP. The level of theory is the ωB97M-V functional and the def2-TZVPD basis.

Positions of all 76 atoms, in Å:
Mg1 0.274323 -0.478565 0.193032
C1 1.100139 4.723769 0.819096
N1 0.530855 3.504733 1.372400
C2 -0.735133 3.372457 1.879424
C3 -0.914956 2.040026 2.117034
N2 0.207468 1.351494 1.746262
C4 1.060685 2.255660 1.299956
P1 2.807578 1.893358 0.891212
C5 2.969784 0.350833 1.851175
N3 2.194601 -0.707242 1.699276
C6 2.586828 -1.611279 2.646188
C7 3.616255 -1.089751 3.378350
N4 3.855093 0.161223 2.868156
C8 4.852475 1.107464 3.352362
C9 2.697951 1.140505 -0.781877
N5 2.213243 -0.063331 -1.054282
C10 2.551546 -0.317270 -2.357210
C11 3.229254 0.747050 -2.874654
N6 3.324682 1.665697 -1.865366
C12 3.948906 2.979334 -1.978446
H1 0.549160 5.572807 1.214400
H2 1.017332 4.723932 -0.267536
H3 2.144255 4.815845 1.110988
H4 -1.380453 4.224305 2.015919
H5 -1.779143 1.534078 2.513174
H6 2.097204 -2.566469 2.752586
H7 4.188671 -1.484100 4.200860
H8 5.433293 0.620601 4.130465
H9 4.377958 1.992779 3.770828
H10 5.521336 1.405590 2.548486
H11 2.300148 -1.248579 -2.832590
H12 3.638718 0.933863 -3.853252
H13 3.842866 3.321690 -3.004486
H14 5.004216 2.944003 -1.713866
H15 3.445116 3.686539 -1.326217
O1 -0.624372 -1.604690 1.427930
C13 -0.900746 -2.858053 1.604975
C14 -1.237083 -3.345248 2.889852
C15 -1.510062 -4.678208 3.113118
C16 -1.462371 -5.608816 2.070678
C17 -1.147682 -5.154167 0.805572
C18 -0.875309 -3.808350 0.549521
C19 -0.649098 -3.355399 -0.829013
N7 -0.058348 -2.240000 -1.231408
C20 -0.215043 -2.198855 -2.609484
C21 -0.870547 -3.302556 -3.038944
N8 -1.134322 -4.032003 -1.898165
H16 -1.268972 -2.621819 3.696126
H17 -1.759470 -5.009141 4.115023
H18 -1.664797 -6.656513 2.247188
H19 -1.092484 -5.873908 -0.006539
H20 0.101133 -1.348528 -3.189670
H21 -1.197703 -3.614149 -4.015118
H22 -1.671337 -4.879025 -1.844262
C22 -3.650841 0.137011 0.843691
N9 -4.088703 -0.439270 -0.414341
C23 -5.139729 0.352874 -1.012545
C24 -2.961883 -0.718319 -1.306832
C25 -2.166567 0.483423 -1.796136
C26 -2.680664 1.182906 -2.891000
C27 -2.065552 2.330578 -3.378498
C28 -0.914288 2.777029 -2.742369
C29 -0.400749 2.046264 -1.668889
C30 -0.965858 0.860731 -1.140356
H23 -4.474803 0.124766 1.562712
H24 -3.306763 1.181063 0.731112
H25 -2.819228 -0.445892 1.248354
H26 -5.991305 0.397081 -0.328585
H27 -5.478996 -0.111981 -1.942277
H28 -4.834137 1.386280 -1.242186
H29 -3.357690 -1.282161 -2.157800
H30 -2.298005 -1.371549 -0.745306
H31 -3.579693 0.815717 -3.380518
H32 -2.474533 2.857150 -4.233064
H33 -0.409973 3.674076 -3.089525
H34 0.526335 2.448608 -1.234851

Atomic forces in eV per Å
Mg 0.00 -0.11 -0.38
C -0.10 -0.14 0.15
N 0.07 0.23 -0.13
C 0.01 -0.05 -0.01
C 0.10 -0.07 -0.11
N -0.05 0.30 -0.09
C 0.15 -0.27 0.23
P -0.08 0.00 -0.13
C -0.22 -0.09 -0.15
N 0.11 -0.01 0.07
C -0.17 0.10 -0.17
C 0.02 0.16 -0.06
N 0.13 0.11 0.08
C -0.12 -0.16 -0.02
C 0.15 -0.30 0.34
N 0.02 0.48 -0.19
C -0.12 0.01 0.20
C 0.02 0.00 0.02
N 0.09 0.30 -0.06
C -0.09 -0.20 -0.03
H 0.01 0.02 0.00
H -0.02 -0.01 -0.04
H 0.04 -0.02 0.00
H 0.02 -0.04 -0.02
H 0.03 0.01 -0.03
H 0.01 0.04 -0.03
H -0.01 0.02 -0.03
H 0.02 -0.01 0.01
H -0.03 0.01 0.00
H 0.01 0.00 -0.04
H -0.05 0.01 -0.01
H -0.02 -0.01 0.04
H 0.02 0.02 -0.01
H 0.03 -0.05 0.01
H -0.03 0.00 0.03
O -0.42 -0.53 0.53
C 0.23 0.27 -0.08
C -0.04 -0.12 0.04
C 0.02 0.01 -0.01
C 0.01 0.13 0.02
C 0.00 -0.07 0.00
C 0.04 0.03 -0.27
C 0.10 0.05 0.31
N -0.07 -0.02 -0.25
C 0.10 0.11 0.28
C -0.07 -0.09 0.14
N -0.06 -0.10 -0.20
H -0.01 -0.02 -0.01
H 0.00 0.01 -0.01
H 0.01 0.01 0.00
H 0.02 0.02 0.02
H 0.01 0.00 0.04
H 0.03 -0.01 0.03
H -0.02 0.05 0.00
C 0.04 0.09 0.00
N 0.00 0.06 0.14
C -0.06 0.00 -0.03
C 0.04 0.01 -0.01
C 0.05 -0.08 0.16
C 0.07 0.12 -0.04
C 0.06 -0.10 0.14
C -0.10 -0.19 0.10
C 0.05 -0.05 0.11
C 0.21 0.34 -0.46
H -0.02 -0.01 -0.03
H -0.03 -0.07 0.00
H -0.06 0.01 -0.02
H 0.03 0.00 0.00
H 0.03 -0.01 0.03
H -0.01 0.01 0.02
H -0.01 0.00 -0.04
H 0.02 -0.06 -0.03
H 0.04 0.02 0.02
H 0.01 0.00 0.02
H 0.01 0.00 0.00
H -0.14 -0.15 -0.06

As for the net charge: 0. The value obtained for the electronic energy is -2273.18211 hartree. The frontier orbital gap is 0.2574 hartree. The energy above the lowest of the compared OMol25 structures with the same formula, charge and spin is 0.0 kcal per mole. The calculation puts the HOMO energy at -0.247 Ha.

Löwdin atomic charge list, values in e, 2 entries: 0.5801 -0.0277

Entry 4:
This record from the Open Molecules 2025 dataset describes a molecular structure, C15H27N5O5Tl. The level of theory is the ωB97M-V functional and the def2-TZVPD basis.

Positions of all 53 atoms, in Å:
Tl1 -3.110342 1.336980 13.292158
O1 -1.933117 2.961006 15.153158
C1 -2.317060 4.354097 14.943225
C2 -2.346568 4.783771 13.430047
N1 -2.560832 3.785659 12.425992
C3 -1.380785 3.695279 11.476080
C4 -0.263790 2.776670 12.137082
O2 0.781570 2.811348 11.538989
O3 -0.512145 2.042936 13.153839
C5 -3.869849 3.990703 11.675915
C6 -5.127078 3.774719 12.588085
O4 -6.093876 4.623359 12.421519
O5 -5.083091 2.822470 13.390897
H1 -1.349674 2.689172 14.376562
H2 -3.339514 4.510426 15.383288
H3 -1.655936 5.100016 15.400868
H4 -3.146939 5.492905 13.228940
H5 -1.449942 5.362589 13.273298
H6 -1.765454 3.130818 10.568089
H7 -1.020069 4.700692 11.290180
H8 -3.902077 4.994142 11.206288
H9 -3.857081 3.197563 10.859772
C7 -8.813737 5.734124 15.886153
C8 -7.348774 5.320627 16.297464
C9 -6.525524 6.420299 15.678211
C10 -7.104150 5.318036 17.828488
N2 -6.954397 4.091379 15.732768
N3 -7.610629 3.808575 14.499112
H10 -9.138616 6.454737 16.631979
H11 -9.512634 4.936465 15.983097
H12 -8.898589 6.242381 14.901138
H13 -6.528925 7.357857 16.285985
H14 -6.815386 6.720259 14.672517
H15 -5.427601 6.172535 15.524110
H16 -7.488024 6.229020 18.301367
H17 -6.073417 5.243926 18.038113
H18 -7.685033 4.561645 18.373109
H19 -7.060365 3.309492 16.306092
H20 -6.929527 3.196897 13.937686
H21 -7.455020 4.659271 13.972402
N4 -2.380512 2.026304 17.917797
C11 -1.476523 1.683070 18.877678
C12 -2.114182 1.127440 20.037563
C13 -1.297995 0.678775 21.090243
C14 0.109713 0.872825 20.949152
C15 0.563482 1.412767 19.765863
N5 -0.153197 1.782634 18.689841
H22 -3.346896 2.265865 18.174586
H23 -2.135013 2.412433 17.013185
H24 -3.232915 0.938876 19.974282
H25 -1.714072 0.370918 22.035803
H26 0.764761 0.494709 21.708372
H27 1.611063 1.700924 19.711958

Atomic forces in eV per Å
Tl 0.03 -0.27 0.04
O -0.33 1.60 -0.52
C -1.30 -0.38 -0.60
C -0.64 0.53 0.89
N -0.43 -0.92 -2.01
C -1.77 -2.05 1.55
C -0.78 0.33 -0.14
O 1.68 0.14 -0.97
O -0.87 0.52 -0.02
C 0.96 -0.68 -0.09
C -1.56 3.11 -1.29
O 2.78 -2.10 -0.09
O 0.01 -0.50 0.25
H 0.45 0.13 0.42
H 0.87 -0.44 -0.32
H 0.21 -0.58 0.38
H -0.20 0.49 0.84
H 0.65 -0.11 -0.43
H 0.79 0.97 0.84
H 0.30 -0.06 -0.50
H -0.10 -0.45 0.20
H -0.28 0.97 0.86
C 0.26 0.76 0.98
C -1.17 1.28 -0.03
C 2.66 1.66 -0.18
C -2.05 0.25 -0.34
N 1.48 -0.45 -0.66
N 0.52 -1.17 -1.46
H -0.07 0.47 0.09
H -0.45 -0.85 -0.28
H 0.15 -0.71 0.61
H -0.22 -0.58 -0.31
H -0.37 -0.20 -0.05
H -1.15 -0.12 0.59
H 0.27 0.24 -0.41
H 1.25 -0.28 0.28
H 0.32 -0.39 -0.40
H -0.57 -1.09 1.27
H -1.20 1.02 1.41
H -0.17 -0.02 -0.37
N -0.74 0.79 -0.81
C -1.29 -0.73 0.17
C 0.42 -0.93 0.89
C 0.08 1.49 -1.44
C -1.74 -0.47 -0.28
C 0.77 0.49 0.00
N -1.09 0.13 0.99
H 1.04 -0.50 0.08
H 0.57 -0.07 0.01
H 1.62 0.45 0.40
H -0.12 -0.48 -0.01
H 0.40 0.26 0.23
H 0.11 -0.47 -0.23

As for the net charge: -1. The value obtained for the electronic energy is -1410.27344 hartree. The frontier orbital gap is 0.2579 hartree. The energy above the lowest of the compared OMol25 structures with the same formula, charge and spin is 40.1 kcal per mole. The calculation puts the HOMO energy at -0.166 Ha.

Löwdin atomic charge list, values in e, 2 entries: 0.9981 -0.2292